Entry 1:
Molecular formula: C33H33BF6NO6S3
Method: DFT, ωB97M-V/def2-TZVPD

Summary:
**E_HOMO**: -5.01 eV
**Charge**: -1
**Frontier orbital gap**: 7.09 eV

```
83
Properties=species:S:1:pos:R:3:mulliken_charge:R:1
F 0.729 -3.005 2.274 -0.204
C -0.294 -2.141 2.029 0.347
F -1.129 -2.651 1.094 -0.179
F -0.997 -1.962 3.157 -0.113
S 0.811 -0.503 1.180 0.475
N -1.004 0.773 2.752 -0.101
S -2.260 1.085 1.840 1.373
C -3.263 1.771 3.134 0.133
C -3.384 3.155 3.249 -0.327
C -4.031 3.689 4.364 -0.524
C -4.558 2.836 5.344 -0.427
C -4.477 1.445 5.184 -0.557
C -3.844 0.906 4.062 -0.508
O -2.021 2.130 0.889 -0.774
O -2.923 -0.117 1.441 -0.786
S 0.093 1.889 3.115 1.178
C 1.112 0.958 4.227 0.167
C 0.480 0.017 5.010 -0.404
C 1.246 -1.005 5.569 -0.555
C 2.619 -1.099 5.289 -0.544
C 3.252 -0.101 4.552 -0.262
C 2.509 0.995 4.122 -0.763
O 0.996 2.355 2.089 -0.629
O -0.552 2.913 3.907 -0.709
H -2.953 3.796 2.485 0.383
H -4.100 4.776 4.469 0.346
H -5.032 3.257 6.236 0.332
H -4.899 0.773 5.934 0.360
H -3.756 -0.167 3.922 0.431
H -0.597 0.062 5.111 0.473
H 0.747 -1.758 6.191 0.358
H 3.190 -1.960 5.647 0.358
H 4.299 -0.182 4.272 0.432
H 2.979 1.854 3.627 0.490
C -1.205 -1.149 -5.452 -2.130
C -0.589 -2.239 -4.597 2.182
C -1.252 -3.578 -4.898 -1.705
C 0.935 -2.294 -4.882 -1.060
O 1.686 -3.047 -3.916 -0.534
B 1.125 -3.294 -2.681 0.815
C 1.676 -4.465 -1.851 0.264
C 3.006 -4.898 -1.930 -0.622
C 3.384 -6.079 -1.302 -0.566
C 2.412 -6.791 -0.614 0.372
C 2.695 -8.198 -0.163 0.760
F 2.389 -8.410 1.159 -0.270
F 1.920 -9.087 -0.878 -0.262
F 3.989 -8.589 -0.327 -0.287
C 1.126 -6.309 -0.395 -0.912
C 0.786 -5.107 -0.986 -0.408
C 2.343 0.139 0.753 1.749
C 2.004 1.129 -0.388 -1.721
C 3.499 -0.815 0.486 -0.088
C 3.711 -1.917 1.295 -0.017
C 4.863 -2.705 1.147 -1.015
C 5.819 -2.406 0.184 -0.535
C 5.629 -1.274 -0.612 -0.758
C 4.497 -0.474 -0.437 -0.650
O 0.005 -2.645 -2.227 -0.115
C -0.792 -1.848 -3.113 -1.001
H -0.725 -0.199 -5.207 0.449
H -1.054 -1.333 -6.516 0.435
H -2.277 -1.051 -5.265 0.408
H -0.887 -4.366 -4.229 0.257
H -2.338 -3.503 -4.775 0.421
H -1.050 -3.886 -5.928 0.417
H 1.118 -2.777 -5.859 0.330
H 1.365 -1.274 -4.899 0.381
H 3.753 -4.315 -2.471 0.444
H 4.401 -6.462 -1.357 0.454
H 0.406 -6.871 0.203 0.378
H -0.186 -4.672 -0.780 0.396
H 2.669 0.772 1.604 -0.226
H 0.914 1.180 -0.503 0.410
H 2.401 2.104 -0.086 0.258
H 2.449 0.778 -1.309 0.443
H 2.987 -2.129 2.075 0.286
H 5.028 -3.537 1.815 0.423
H 6.733 -3.002 0.087 0.397
H 6.401 -0.992 -1.339 0.363
H 4.451 0.461 -1.010 0.415
H -0.498 -0.793 -2.947 0.419
H -1.847 -1.959 -2.810 0.291
```


Entry 2:
Molecular formula: C12H20N2
Method: DFT, ωB97M-V/def2-TZVPD

Summary:
**Energy relative to the best compared isomer or geometry (same formula, charge and spin)**: 17.043 eV
**E_HOMO**: -8.26 eV
**Frontier orbital gap**: 8.89 eV

```
34
Properties=species:S:1:pos:R:3:nbo_charge:R:1
C -1.909 -1.684 -2.146 -0.663
C -1.592 -1.522 -0.592 -0.258
C 0.141 -1.365 1.262 -0.197
C -0.896 -0.302 1.993 -0.241
C -1.485 2.110 2.252 -0.419
C 0.763 1.272 1.506 -0.455
C 0.765 -0.780 -0.803 0.191
C 1.999 -1.107 -1.152 -0.287
C 2.808 -0.163 -1.738 -0.170
C 2.243 0.999 -2.376 -0.239
C 0.911 1.220 -2.150 -0.205
C 0.081 0.175 -1.599 -0.269
H -0.892 -2.436 -2.731 0.248
H -2.045 -0.578 -3.020 0.240
H -3.148 -2.055 -2.002 0.244
H -1.977 -2.251 0.049 0.211
H -2.045 -0.464 -0.427 0.190
H 1.324 -0.676 1.159 0.258
H 0.403 -2.367 1.995 0.185
H -0.762 0.028 3.129 0.171
H -1.815 -0.613 1.999 0.182
H -1.012 3.162 2.320 0.256
H -2.549 1.880 2.289 0.222
H -1.115 1.845 3.479 0.121
H 1.039 0.978 0.194 0.286
H 1.747 0.440 2.404 0.180
H 1.004 2.753 2.269 0.172
H 2.521 -1.755 -0.625 0.211
H 3.870 -0.481 -1.474 0.226
H 2.911 1.643 -3.088 0.229
H 0.486 2.058 -2.715 0.218
H -0.867 0.607 -1.228 0.233
N -0.173 -1.622 0.028 -0.521
N -0.734 1.053 1.541 -0.550
```


Entry 3:
Molecular formula: C2H10NO2S
Method: DFT, ωB97M-V/def2-TZVPD

Summary:
**Energy relative to the best compared isomer or geometry (same formula, charge and spin)**: 0.360 eV
**E_HOMO**: -2.87 eV
**Charge**: -1
**Frontier orbital gap**: 6.58 eV

```
16
Properties=species:S:1:pos:R:3:nbo_charge:R:1
C -0.059 0.853 -0.215 -0.240
C 0.230 0.485 -1.662 -0.542
S 0.782 -1.279 -1.795 -0.755
N -1.254 0.052 0.257 -0.883
H -0.350 1.908 -0.156 0.166
H 0.826 0.609 0.372 0.181
H 0.918 1.057 -2.282 0.200
H -0.717 0.562 -2.216 0.174
H -0.847 -0.564 0.947 0.360
H -1.350 -0.650 -0.492 0.390
H -2.812 0.967 0.572 0.507
H -3.581 1.498 1.832 0.450
O -3.629 1.430 0.879 -1.004
H 3.874 -3.076 1.272 0.468
H 3.826 -1.608 1.015 0.482
O 4.144 -2.242 1.671 -0.953
```


Entry 4:
Molecular formula: CH3IP2S
Method: DFT, ωB97M-V/def2-TZVPD

Summary:
**E_HOMO (alpha / beta)**: -6.96 / -9.37 eV
**Multiplicity**: 3
**Frontier orbital gap (alpha / beta)**: 6.65 / 7.51 eV

```
8
Properties=species:S:1:pos:R:3:nbo_charge:R:1
C -1.071 0.457 -1.320 -0.971
P -0.380 0.240 0.406 0.441
P 2.616 -0.990 1.903 0.287
S 1.524 -0.521 0.172 -0.415
I 1.004 -0.599 3.659 -0.086
H -1.576 1.465 -1.454 0.253
H -1.761 -0.408 -1.194 0.246
H -0.356 0.355 -2.172 0.245
```


Entry 5:
Molecular formula: C16H12N4OS
Method: DFT, ωB97M-V/def2-TZVPD

Summary:
**Energy relative to the best compared isomer or geometry (same formula, charge and spin)**: 4.243 eV
**E_HOMO**: -9.67 eV
**Frontier orbital gap**: 8.69 eV

```
34
Properties=species:S:1:pos:R:3:nbo_charge:R:1
H -3.529 2.007 1.356 0.359
N -2.624 2.360 0.978 -0.560
C -1.750 1.408 0.699 0.380
C -2.102 0.014 0.980 -0.282
C -3.304 -0.286 1.731 0.269
N -4.166 -0.590 2.445 -0.282
C -1.298 -1.051 0.560 0.222
C -1.663 -2.503 0.844 -0.493
C -0.851 -3.393 0.066 -0.064
O 0.568 -3.071 0.256 -0.539
C 1.029 -1.759 -0.106 -0.042
C -0.069 -0.735 -0.219 -0.351
C 0.565 0.668 0.215 -0.118
C 1.906 1.009 -0.510 -0.092
C 2.170 1.252 -1.949 -0.280
C 3.475 1.564 -2.173 -0.368
S 4.490 1.560 -0.707 0.405
C 3.063 1.063 0.231 -0.366
C -0.416 1.795 0.067 -0.365
C 0.079 2.990 0.683 0.296
N 0.572 3.911 1.234 -0.238
C -0.759 2.221 -1.340 0.299
N -1.119 2.436 -2.448 -0.267
H -1.553 -2.701 1.890 0.246
H -2.734 -2.667 0.708 0.248
H -1.128 -3.257 -0.933 0.166
H -1.177 -4.439 0.356 0.212
H 1.587 -1.418 0.775 0.175
H 1.792 -1.854 -0.958 0.208
H -0.225 -0.784 -1.276 0.255
H 0.818 0.660 1.233 0.231
H 1.408 1.177 -2.716 0.244
H 3.754 1.704 -3.230 0.250
H 3.191 0.708 1.260 0.241
```


Entry 6:
Molecular formula: C5H14
Method: DFT, ωB97M-V/def2-TZVPD

Summary:
**Energy relative to the best compared isomer or geometry (same formula, charge and spin)**: 1.332 eV
**E_HOMO**: -10.69 eV
**Frontier orbital gap**: 11.79 eV

```
19
Properties=species:S:1:pos:R:3:nbo_charge:R:1
C 0.185 -0.982 -1.062 -0.645
C 1.718 -0.739 -1.169 -0.393
C 2.431 -1.040 0.177 -0.618
H -0.396 -0.865 -0.106 0.203
H 0.150 -2.099 -0.960 0.212
H -0.430 -0.370 -1.693 0.220
H 1.965 -1.380 -1.996 0.203
H 1.991 0.284 -1.492 0.192
H 2.385 -2.146 0.290 0.202
H 3.505 -0.984 -0.133 0.207
H 2.191 -0.470 1.050 0.218
C -2.042 1.796 0.347 -0.618
C -2.125 0.906 1.601 -0.613
H -2.860 2.420 0.066 0.212
H -1.175 2.445 0.287 0.203
H -1.804 1.070 -0.454 0.201
H -1.434 0.086 1.716 0.209
H -3.141 0.515 1.732 0.207
H -1.877 1.543 2.494 0.199
```


Entry 7:
Molecular formula: C3H11N2S
Method: DFT, ωB97M-V/def2-TZVPD

Summary:
**Energy relative to the best compared isomer or geometry (same formula, charge and spin)**: 0.279 eV
**E_HOMO**: -12.77 eV
**Charge**: +1
**Frontier orbital gap**: 9.09 eV

```
17
Properties=species:S:1:pos:R:3:nbo_charge:R:1
C -0.515 -2.730 -0.536 -0.624
C -0.128 -1.698 0.511 -0.493
S 1.561 -1.036 0.267 -0.121
H -0.018 -3.676 -0.333 0.225
H -0.212 -2.408 -1.529 0.214
H -1.586 -2.910 -0.528 0.231
H -0.816 -0.851 0.506 0.194
H -0.175 -2.111 1.511 0.227
H 2.114 -2.137 -0.240 0.175
N 0.721 2.127 0.871 -0.698
C -0.085 2.875 0.173 0.403
N -0.844 2.423 -0.802 -0.706
H 0.915 1.163 0.610 0.430
H 1.226 2.494 1.663 0.443
H -0.154 3.926 0.419 0.234
H -1.274 3.078 -1.436 0.440
H -0.731 1.471 -1.128 0.426
```


Entry 8:
Molecular formula: C4H4Cl2S
Method: DFT, ωB97M-V/def2-TZVPD

Summary:
**Energy relative to the best compared isomer or geometry (same formula, charge and spin)**: 4.429 eV
**E_HOMO (alpha / beta)**: -8.10 / -8.09 eV
**Frontier orbital gap (alpha / beta)**: 5.69 / 5.68 eV

```
11
Properties=species:S:1:pos:R:3:nbo_charge:R:1
C -1.783 0.672 1.599 -0.460
C 2.240 -0.375 -1.771 -0.504
C -2.007 -0.122 0.536 -0.272
C 1.949 0.028 -0.569 0.052
S -0.871 -1.002 -0.429 -0.011
Cl -3.607 -0.559 0.101 0.027
Cl 2.569 0.622 0.790 0.210
H -2.613 1.203 2.134 0.218
H -0.738 0.832 2.108 0.213
H 3.391 -0.412 -2.146 0.254
H 1.468 -0.888 -2.353 0.273
```


Entry 9:
Molecular formula: C8H6N2O2S
Method: DFT, ωB97M-V/def2-TZVPD

Summary:
**Energy relative to the best compared isomer or geometry (same formula, charge and spin)**: 4.151 eV
**E_HOMO (alpha / beta)**: -9.10 / -9.11 eV
**Frontier orbital gap (alpha / beta)**: 7.11 / 7.12 eV

```
19
Properties=species:S:1:pos:R:3:nbo_charge:R:1
C 2.632 1.227 0.506 0.242
C 1.541 0.515 -0.106 -0.190
C 0.520 1.284 -0.393 0.105
C -0.728 -1.595 -0.074 0.655
C -2.231 0.332 0.366 0.643
C 1.747 -0.960 0.015 -0.385
C 0.674 -1.811 -0.619 -0.495
C -2.070 1.840 0.174 -0.597
N 3.540 1.862 0.866 -0.243
N -1.227 -0.336 -0.172 -0.642
O -1.458 -2.524 0.304 -0.564
O -3.179 -0.042 0.991 -0.560
S -0.688 2.264 -0.963 0.527
H 2.602 -1.209 -0.552 0.244
H 1.896 -0.938 1.023 0.239
H 0.781 -2.916 -0.440 0.264
H 0.655 -1.560 -1.726 0.236
H -3.031 2.159 -0.257 0.267
H -1.975 2.406 1.055 0.252
```


Entry 10:
Molecular formula: CHCl3FOP
Method: DFT, ωB97M-V/def2-TZVPD

Summary:
**Energy relative to the best compared isomer or geometry (same formula, charge and spin)**: 3.760 eV
**E_HOMO (alpha / beta)**: -11.15 / -10.15 eV
**Frontier orbital gap (alpha / beta)**: 8.91 / 6.38 eV

```
8
Properties=species:S:1:pos:R:3:nbo_charge:R:1
C -0.845 -0.609 0.220 0.073
O 1.582 0.847 0.991 -0.991
F -1.517 -1.007 1.253 -0.252
P 0.909 -0.037 0.051 1.667
Cl -1.314 2.312 -0.064 -0.281
Cl 0.841 0.642 -1.771 -0.172
Cl 1.757 -1.913 -0.045 -0.253
H -1.412 -0.235 -0.634 0.209
```


Entry 11:
Molecular formula: C9H24FeLi5O21P3S3
Method: DFT, ωB97M-V/def2-TZVPD

Summary:
**E_HOMO (alpha / beta)**: -8.10 / -8.19 eV
**Multiplicity**: 7
**Frontier orbital gap (alpha / beta)**: 7.14 / 7.23 eV

```
66
Properties=species:S:1:pos:R:3:nbo_charge:R:1
Li 11.008 -15.165 -13.178 0.935
Li 12.080 -10.033 -14.907 0.932
Li 8.096 -12.722 -13.923 0.962
Li 13.405 -12.018 -12.882 0.928
Li 8.838 -12.529 -10.953 0.906
Fe 10.801 -10.303 -12.081 1.920
P 7.757 -10.577 -12.060 2.424
O 6.843 -9.642 -11.273 -0.812
O 7.698 -12.120 -12.294 -1.273
O 8.461 -10.684 -10.711 -0.911
O 9.036 -9.907 -12.586 -1.144
P 13.167 -9.288 -12.780 2.492
O 11.736 -9.096 -13.170 -1.210
O 13.859 -8.018 -12.265 -1.095
O 13.726 -10.292 -13.897 -1.336
O 12.741 -10.346 -11.714 -1.249
P 10.951 -12.848 -12.982 2.536
O 9.846 -13.675 -13.580 -1.297
O 11.071 -11.459 -13.559 -1.221
O 12.296 -13.604 -13.122 -1.299
O 10.627 -12.196 -11.654 -1.234
O 9.511 -14.770 -10.617 -0.940
S 9.170 -15.618 -9.442 2.303
O 8.641 -15.032 -8.214 -0.908
O 8.119 -16.712 -10.025 -0.695
C 7.331 -17.425 -9.049 -0.089
C 6.044 -16.771 -8.863 -0.645
C 10.599 -16.691 -8.879 -0.829
H 7.845 -17.593 -8.103 0.192
H 7.097 -18.427 -9.408 0.202
H 6.061 -15.827 -8.319 0.237
H 5.332 -17.410 -8.341 0.226
H 5.530 -16.729 -9.824 0.221
H 10.125 -17.372 -8.172 0.239
H 11.453 -16.225 -8.387 0.257
H 10.820 -17.321 -9.740 0.249
O 12.848 -11.129 -16.844 -0.960
S 13.236 -12.308 -17.603 2.335
O 12.825 -12.370 -18.975 -0.880
O 14.940 -12.384 -17.581 -0.698
C 15.560 -12.152 -16.339 -0.087
C 17.085 -12.245 -16.601 -0.635
C 12.862 -13.791 -16.644 -0.884
H 15.316 -13.062 -15.790 0.147
H 15.179 -11.228 -15.905 0.243
H 17.425 -11.707 -17.487 0.227
H 17.367 -13.257 -16.890 0.205
H 17.775 -11.950 -15.811 0.230
H 13.331 -14.636 -17.148 0.253
H 11.803 -13.899 -16.410 0.260
H 13.387 -13.686 -15.695 0.253
O 13.220 -18.285 -12.418 -0.890
S 13.300 -16.908 -12.002 2.307
O 12.096 -16.179 -11.648 -0.990
O 14.414 -16.848 -10.728 -0.692
C 14.251 -15.726 -9.808 -0.063
C 15.440 -15.526 -9.006 -0.629
C 14.104 -15.909 -13.358 -0.818
H 13.381 -15.969 -9.197 0.172
H 14.058 -14.787 -10.326 0.188
H 16.191 -15.354 -9.776 0.218
H 15.582 -16.458 -8.459 0.220
H 15.327 -14.625 -8.403 0.241
H 14.707 -16.649 -13.884 0.260
H 14.486 -15.021 -12.853 0.258
H 13.249 -15.563 -13.938 0.234
```


Entry 12:
Molecular formula: C5H9NO2
Method: DFT, ωB97M-V/def2-TZVPD

Summary:
**Energy relative to the best compared isomer or geometry (same formula, charge and spin)**: 2.278 eV
**E_HOMO**: -8.85 eV
**Frontier orbital gap**: 9.62 eV

```
17
Properties=species:S:1:pos:R:3:nbo_charge:R:1
C 0.043 1.872 -0.057 -0.585
C 0.208 0.398 0.037 -0.202
C -1.044 -0.338 -0.095 0.795
O -1.180 -1.548 -0.172 -0.600
O -2.185 0.305 0.045 -0.684
C 1.286 -0.052 -1.025 -0.189
N 1.815 -0.874 0.092 -0.600
C 1.035 -0.105 1.130 -0.189
H 1.008 2.345 -0.278 0.207
H -0.279 2.272 0.858 0.210
H -0.591 2.237 -0.847 0.223
H -2.837 -0.318 0.421 0.507
H 1.842 0.661 -1.599 0.178
H 0.950 -0.707 -1.719 0.188
H 2.779 -1.007 0.135 0.358
H 0.500 -0.696 1.824 0.198
H 1.667 0.635 1.649 0.184
```